Entry from the Open Molecules 2025 dataset: an isolated molecule of C4H4BrN (the ωB97M-V functional and the def2-TZVPD basis).

Values from the calculation:
**Energy**: -2783.483706 Eh
**Net charge**: 0
**E_LUMO**: 0.349 eV
**Gap between HOMO and LUMO**: 8.82 eV

Geometry as XYZ:
```
10
Properties=species:S:1:pos:R:3:forces:R:3:mulliken_charge:R:1
N -2.573 -0.117 -0.193 1.465 0.370 0.468 -0.523
C -1.342 -0.249 -0.034 -2.603 0.318 0.947 0.516
C -0.139 -0.626 0.381 -0.833 -0.439 1.535 -0.635
C 1.190 -0.339 -0.060 2.905 -0.023 -0.024 -0.043
C 2.223 -0.152 0.795 0.225 -0.881 0.841 -0.290
Br 3.976 -0.060 -0.081 -0.660 0.061 0.863 -0.189
H -3.190 0.639 0.251 1.834 -1.113 -0.873 0.296
H -0.113 -1.128 1.405 -0.644 0.570 -1.433 0.241
H 1.640 -0.487 -1.065 -1.425 0.513 0.220 0.307
H 2.278 -0.282 1.960 -0.265 0.624 -2.544 0.321
```
Positions in Å, forces in eV/Å.


Entry from the Open Molecules 2025 dataset: an isolated molecule of C4H4BrN3S (the ωB97M-V functional and the def2-TZVPD basis).

Values from the calculation:
**Energy**: -3291.144162 Eh
**Net charge**: 0
**E_LUMO**: -1.012 eV
**Gap between HOMO and LUMO**: 7.22 eV

Geometry as XYZ:
```
13
Properties=species:S:1:pos:R:3:forces:R:3:mulliken_charge:R:1
C 1.757 1.417 1.443 1.168 -0.728 -1.731 0.138
C 3.371 1.263 -0.309 1.358 -1.269 -1.529 0.381
C 0.998 -0.251 -0.036 -1.820 -0.638 -1.400 -0.256
C -0.603 -1.735 -1.212 -1.093 3.375 1.004 -0.318
N 2.661 1.798 0.599 -1.475 0.732 2.796 -0.387
N 0.938 0.356 1.184 -0.559 -0.574 2.159 -0.137
N 0.176 -1.140 -0.407 1.827 0.218 0.218 -0.078
S 4.203 1.838 -1.551 -0.373 -0.391 0.226 -0.247
Br 3.693 -0.915 0.158 0.447 0.927 -0.051 -0.294
H 1.686 1.936 2.389 -0.338 -0.033 0.048 0.415
H -0.756 -2.709 -1.485 0.805 -2.674 -0.099 0.299
H -1.403 -1.092 -1.551 -0.303 0.159 -0.397 0.206
H 0.465 -0.094 2.014 0.356 0.896 -1.244 0.278
```
Positions in Å, forces in eV/Å.